# 1
The following is a DFT calculation (the ωB97M-V functional and the def2-TZVPD basis) of 2 unconnected molecules or ions with the total composition C26H41N6O6.

Output
Spin multiplicity ... 1
Orbital gap ... 0.26647 hartree
Charge ... +1
Strongest force on any atom ... 8.29 eV/A
Molar mass ... 533.650 g mol⁻¹
LUMO energy ... -3.87 eV

Element x y z (Å)
C  -0.71579  1.94259  7.80210
C  -1.42797  1.19500  6.54193
O  -0.87810  0.24797  5.90054
O  -2.74769  1.65196  6.20650
C  -2.73097  2.65321  5.14485
C  -3.26706  1.90642  3.78245
C  -2.05034  1.59863  2.74381
C  -2.73805  1.40863  1.27193
C  -2.19873  2.46986  0.17779
C  -1.28160  1.74497  -0.96295
C  0.28129  2.16933  -0.89736
C  1.03460  1.46559  0.34152
N  1.33104  0.03040  -0.01089
C  1.81522  -0.79618  0.91348
N  2.08686  -0.50862  2.33266
C  3.10104  -1.53402  2.83458
C  3.44433  -2.50436  1.57025
C  3.72468  -4.06677  1.82805
O  4.23382  -4.65526  0.58943
C  3.17688  -5.19856  -0.21870
C  2.59149  -4.42853  -1.48642
C  1.44714  -5.00420  -2.39132
C  0.85801  -6.44409  -2.04186
C  1.42720  -7.21152  -0.79811
C  2.57187  -6.61689  0.13975
O  4.57163  -1.91371  0.85997
C  5.79306  -2.08707  1.56100
N  6.83598  -2.09051  2.20299
N  2.17590  -2.23516  0.77583
N  1.12707  -2.81402  1.53750
C  0.27679  -3.46378  0.76392
O  -0.59185  -4.05451  0.10187
H  -0.97002  1.36977  8.77791
H  -1.14848  3.00418  7.82733
H  0.42092  1.98259  7.59706
H  -3.50931  3.45501  5.43230
H  -1.71672  3.16850  4.98431
H  -3.82107  0.95907  4.12998
H  -4.01617  2.65033  3.30982
H  -1.26482  2.44589  2.73647
H  -1.51945  0.60398  2.98870
H  -3.87760  1.50732  1.38960
H  -2.54936  0.31176  0.92895
H  -3.09136  3.00875  -0.33994
H  -1.52566  3.23933  0.70051
H  -1.44360  0.60160  -1.00952
H  -1.68009  2.15848  -1.97826
H  0.76404  1.76533  -1.87000
H  0.31445  3.31304  -0.81311
H  1.97387  2.03167  0.70371
H  0.31412  1.42275  1.25449
H  1.18787  -0.37264  -0.96268
H  2.51584  0.44035  2.36596
H  2.84973  -2.03254  3.83838
H  3.96864  -0.82393  3.14408
H  2.80858  -4.68303  2.13797
H  4.53672  -4.27331  2.63683
H  3.00382  -3.38537  -1.74584
H  1.04491  -4.38596  -3.27416
H  0.02458  -6.86361  -2.71151
H  0.97738  -8.25942  -0.58235
H  2.91524  -7.23011  1.04366
C  -2.52477  3.45362  -7.36623
C  -1.80555  4.06621  -6.16823
C  -0.69520  3.16450  -5.58711
O  -1.17302  2.07389  -4.80066
C  -1.60076  0.95007  -5.55463
N  -2.79952  4.42405  -5.14735
H  -3.23821  2.67900  -7.07754
H  -3.09149  4.22128  -7.90151
H  -1.81181  3.01655  -8.07146
H  -1.32671  4.98809  -6.51722
H  -0.09057  3.77365  -4.90519
H  -0.01448  2.80842  -6.36962
H  -1.00096  0.80617  -6.45767
H  -2.65788  1.04842  -5.80796
H  -1.49627  0.06156  -4.92558
H  -2.32913  4.92232  -4.39270
H  -3.10839  3.55565  -4.70706



# 2
The following is a DFT calculation (the ωB97M-V functional and the def2-TZVPD basis) of 2 unconnected molecules or ions with the total composition C5H13NO2.

Output
Spin multiplicity ... 1
Orbital gap ... 0.23371 hartree
Energy above the lowest of the compared OMol25 structures with the same formula, charge and spin ... 6.916 eV
Strongest force on any atom ... 3.73 eV/A
Molar mass ... 119.164 g mol⁻¹
LUMO energy ... -2.38 eV

Element x y z (Å)
C  -0.15456  -1.71050  -0.63929
N  0.88386  -0.86419  -0.09374
C  0.03461  0.13132  1.04206
C  -0.87739  1.04787  0.43272
C  -2.38587  0.76508  -0.00925
O  -2.51185  -0.32552  -0.78294
C  1.21788  0.53917  1.93916
H  -0.88068  -1.25835  -1.31151
H  0.31298  -2.50115  -1.24921
H  -0.73667  -2.35823  0.09601
H  1.41013  -1.37012  0.61572
H  -0.51880  -0.67446  1.55329
H  -0.51723  1.97832  0.01882
H  -3.05581  0.60815  0.83492
H  -2.65596  1.68583  -0.51023
H  0.80381  1.18371  2.72151
H  2.05293  0.98957  1.40109
H  1.66543  -0.35724  2.41981
H  2.12130  0.35957  -1.21077
H  2.93636  1.05900  -2.33237
O  3.02154  0.56303  -1.50973



# 3
The following is a DFT calculation (the ωB97M-V functional and the def2-TZVPD basis) of 2 unconnected molecules or ions with the total composition C4H12S2.

Output
SMILES string ... CCS.CCS
Spin multiplicity ... 1
Orbital gap ... 0.35881 hartree
Energy above the lowest of the compared OMol25 structures with the same formula, charge and spin ... 1.373 eV
Strongest force on any atom ... 4.24 eV/A
Molar mass ... 124.274 g mol⁻¹
LUMO energy ... 0.77 eV

Element x y z (Å)
C  -3.69805  0.56896  -1.18336
C  -2.58018  -0.41404  -1.27124
S  -1.15570  0.19472  -2.37723
H  -4.17308  0.68262  -2.13841
H  -3.47589  1.40337  -0.55896
H  -4.46629  0.08643  -0.41648
H  -1.98727  -0.66669  -0.38588
H  -2.93046  -1.31066  -1.71839
H  -0.55072  0.96092  -1.44814
C  3.56190  0.38149  1.95770
C  2.72434  -0.14540  0.84244
S  1.19437  -1.16176  1.53779
H  4.31533  0.92184  1.46514
H  4.12879  -0.40891  2.32650
H  2.86454  0.93948  2.68577
H  2.30583  0.45982  0.09136
H  3.28018  -0.92757  0.29144
H  0.64235  -1.56462  0.29998



# 4
The following is a DFT calculation (the ωB97M-V functional and the def2-TZVPD basis) of 2 unconnected molecules or ions with the total composition CH3NO2S2.

Output
Spin multiplicity ... 1
Orbital gap ... 0.31951 hartree
Energy above the lowest of the compared OMol25 structures with the same formula, charge and spin ... 4.072 eV
Strongest force on any atom ... 5.57 eV/A
Molar mass ... 125.174 g mol⁻¹
LUMO energy ... -0.74 eV

Element x y z (Å)
C  -0.08452  -0.71253  -0.92015
N  0.04231  0.61773  0.98363
O  -1.90620  1.21030  -0.42870
O  2.35966  0.02482  0.11657
S  -1.37605  0.02707  0.25729
S  1.11634  -0.58346  0.55188
H  -0.32529  -1.82211  -1.27462
H  0.23701  0.09975  -1.66448
H  -0.06326  1.13843  2.37860